ORCA calculation (the ωB97M-V functional and the def2-TZVPD basis) on a 7-piece molecular cluster, C18H50O6 overall at a distorted geometry.

Last columns: bonded neighbours and bond lengths (Å).
Geometry (Å):
1 O 5.050 -0.120 -0.143  C10 1.404, H61 1.056
2 O -2.706 -2.278 -1.281  C16 1.372, H56 0.869
3 O 2.308 4.348 -2.145  C14 1.331, H31 0.910
4 O 2.390 -3.808 0.081  C19 1.432, H72 0.914
5 O -2.867 2.782 -4.141  C17 1.420, H37 1.048
6 O -0.698 -1.925 -3.090  C12 1.461, H43 0.940
7 C 1.233 2.944 -0.665  C14 1.620, H34 1.159, H36 1.073, H57 1.174
8 C 0.671 0.621 2.530  C11 1.681, H28 1.071, H41 0.956, H58 1.097
9 C -1.527 0.585 1.086  C11 1.428, C24 1.546, H44 1.269, H54 1.077
10 C 4.729 0.375 1.131  O1 1.404, C21 1.579, H55 1.025, H74 1.113
11 C -0.689 -0.181 1.953  C8 1.681, C9 1.428, H39 1.008, H63 1.138
12 C 0.744 -1.802 -2.888  O6 1.461, C20 1.540, H45 1.122, H53 1.173
13 C -3.329 2.457 1.020  C15 1.542, C24 1.506, H30 0.867, H62 1.186
14 C 2.491 3.117 -1.670  O3 1.331, C7 1.620, H66 1.218, H69 1.036
15 C -4.191 3.482 1.783  C13 1.542, H40 1.169, H49 1.146, H64 1.048
16 C -2.542 -3.246 -0.323  O2 1.372, C22 1.589, H32 1.039, H60 1.109
17 C -2.692 2.374 -2.792  O5 1.420, C18 1.581, H33 0.985, H71 1.051
18 C -2.639 0.793 -2.782  C17 1.581, H38 1.131, H52 1.108, H67 1.097
19 C 2.620 -3.343 1.416  O4 1.432, C23 1.514, H26 1.198, H42 0.897
20 C 0.849 -1.171 -1.487  C12 1.540, H46 1.163, H50 1.206, H65 1.081
21 C 5.412 -0.566 2.199  C10 1.579, H27 0.941, H48 1.001, H73 1.117
22 C -3.879 -3.348 0.530  C16 1.589, H29 1.046, H47 1.086, H70 1.096
23 C 1.470 -3.803 2.288  C19 1.514, H25 0.975, H35 1.052, H59 1.189
24 C -2.443 1.568 1.852  C9 1.546, C13 1.506, H51 1.054, H68 1.191
25 H 0.661 -3.300 2.082  C23 0.975
26 H 2.682 -2.147 1.427  C19 1.198
27 H 5.234 -1.476 2.038  C21 0.941
28 H 1.371 0.899 1.769  C8 1.071
29 H -3.615 -3.945 1.348  C22 1.046
30 H -2.902 2.774 0.336  C13 0.867
31 H 2.875 4.689 -2.769  O3 0.910
32 H -2.104 -4.133 -0.640  C16 1.039
33 H -3.386 2.788 -2.230  C17 0.985
34 H 0.180 2.995 -1.148  C7 1.159
35 H 1.469 -3.663 3.330  C23 1.052
36 H 1.229 1.951 -0.260  C7 1.073
37 H -3.001 3.784 -4.420  O5 1.048
38 H -2.776 0.496 -1.699  C18 1.131
39 H -0.225 -1.008 1.613  C11 1.008
40 H -3.401 4.301 2.050  C15 1.169
41 H 0.496 1.534 2.754  C8 0.956
42 H 3.419 -3.583 1.744  C19 0.897
43 H -0.734 -2.040 -4.022  O6 0.940
44 H -2.319 -0.219 0.505  C9 1.269
45 H 1.133 -0.969 -3.532  C12 1.122
46 H 0.573 -2.039 -0.764  C20 1.163
47 H -4.711 -3.839 0.036  C22 1.086
48 H 6.400 -0.478 2.058  C21 1.001
49 H -4.625 3.120 2.779  C15 1.146
50 H 2.002 -0.969 -1.197  C20 1.206
51 H -3.086 1.107 2.549  C24 1.054
52 H -1.672 0.563 -3.272  C18 1.108
53 H 1.427 -2.695 -3.223  C12 1.173
54 H -0.936 1.032 0.305  C9 1.077
55 H 3.709 0.383 1.234  C10 1.025
56 H -1.996 -2.173 -1.770  O2 0.869
57 H 1.298 3.387 0.419  C7 1.174
58 H 1.194 0.089 3.335  C8 1.097
59 H 1.211 -4.945 2.081  C23 1.189
60 H -1.858 -2.621 0.286  C16 1.109
61 H 6.090 0.064 -0.147  O1 1.056
62 H -3.954 1.542 0.598  C13 1.186
63 H -1.301 -0.577 2.826  C11 1.138
64 H -4.919 3.571 1.035  C15 1.048
65 H 0.424 -0.177 -1.490  C20 1.081
66 H 2.663 2.370 -2.616  C14 1.218
67 H -3.217 0.043 -3.335  C18 1.097
68 H -1.693 2.339 2.362  C24 1.191
69 H 3.387 3.127 -1.152  C14 1.036
70 H -3.995 -2.334 0.930  C22 1.096
71 H -1.685 2.598 -2.587  C17 1.051
72 H 3.078 -3.390 -0.351  O4 0.914
73 H 5.199 -0.147 3.212  C21 1.117
74 H 4.943 1.468 1.119  C10 1.113

Its SMILES is CCCCCC.CCO.CCO.CCO.CCO.CCO.CCO. The frontier orbital gap comes out at 9.68 eV. The value obtained for the LUMO energy is 0.48 eV. Its spin multiplicity is 1.